ORCA calculation (ωB97M-V/def2-TZVPD) on a molecular structure, C2HFLi3O2 in a non-equilibrium geometry.

Element x y z (Å)
O (-0.047, -0.301, 0.356)
C (-0.659, 0.663, -0.071)
C (-1.976, 0.805, -0.539)
O (-2.813, -0.170, -0.542)
Li (1.852, 0.127, 0.367)
F (3.513, -0.319, 0.200)
H (-2.322, 1.854, -0.570)
Li (-2.567, -1.894, -0.031)
Li (5.020, -0.765, 0.831)

Values from the calculation:
Electronic energy   -349.624045 Ha
Kohn-Sham gap (alpha / beta)   0.2522 / 0.2693 Ha
Charge   +1
Highest occupied orbital energy (alpha / beta)   -10.6 / -11.1 eV
Energy above the lowest of the compared OMol25 structures with the same formula, charge and spin   63.6 kJ/mol

natural (NBO) population analysis, charges in e, atoms 1 to 2: number 1, O, carries -0.7218; number 2, C, carries 0.3292